Record 1
Computed, not measured: a 16-piece molecular cluster, C2H35O16 overall at a distorted geometry, with ωB97M-V with the def2-TZVPD basis set.

Positions of all 53 atoms, in Å:
O -17.172 16.932 24.341
H -20.256 15.971 17.733
H -21.839 17.664 18.062
H -23.113 18.376 17.616
O -16.015 18.005 19.789
H -17.148 19.248 21.844
H -24.291 16.052 20.126
H -20.720 18.351 20.491
H -17.640 17.976 18.019
H -23.410 16.672 19.080
H -17.943 13.254 20.945
O -23.865 15.864 19.301
H -18.578 18.462 19.032
H -16.784 14.223 22.436
O -21.473 14.554 19.800
H -17.825 15.231 22.046
H -18.604 17.335 21.603
H -21.259 20.653 18.387
O -18.760 15.528 18.722
H -15.829 19.276 22.645
H -16.215 18.177 20.751
O -16.907 15.147 22.282
O -20.960 16.331 17.200
H -19.144 13.958 21.608
H -21.541 15.596 16.906
O -19.491 15.538 21.445
H -19.294 19.952 20.203
O -18.698 13.091 21.537
H -20.471 16.977 19.640
H -18.587 15.889 24.795
H -19.966 15.098 24.476
H -19.133 15.473 19.601
C -20.656 17.294 20.650
O -18.446 20.007 20.643
H -19.942 16.986 22.694
O -19.034 15.037 24.782
H -21.572 16.889 21.010
H -20.928 15.076 20.384
O -18.555 18.023 18.184
C -19.602 16.932 21.624
H -15.905 17.047 19.713
O -20.960 20.188 19.153
H -17.437 17.623 23.735
H -21.635 19.485 19.246
O -16.508 18.703 22.289
H -22.036 14.619 22.971
H -17.933 20.541 20.020
H -16.880 16.270 23.722
H -22.214 15.141 19.708
O -21.152 14.598 23.282
H -20.651 15.153 22.698
O -22.569 18.169 18.363
H -18.597 16.450 18.522

**Energy above the lowest of the compared OMol25 structures with the same formula, charge and spin**: 130.3 kJ/mol
**Frontier orbital gap**: 7.5 eV
**E_HOMO**: -0.197 hartree
**Net charge**: -1

Calculated atomic charges, method natural (NBO), unit e: -0.987, 0.518, 0.523, 0.480, -1.019, 0.506, 0.466, 0.173, 0.487, 0.490, 0.447, -0.957, 0.489, 0.480, -0.987, 0.512, 0.154, 0.471, -1.013, 0.484, 0.495, -1.002, -1.004, 0.509, 0.483, -1.035, 0.511, -0.982, 0.208, 0.484, 0.487, 0.504, -0.645, -0.979, 0.148, -1.014, 0.200, 0.484, -0.934, -0.068, 0.482, -0.989, 0.476, 0.510, -0.951, 0.461, 0.475, 0.503, 0.458, -0.972, 0.500, -0.988, 0.468

=====

Record 2
Computed, not measured: one molecule with the formula C5H10O at a distorted geometry, with ωB97M-V with the def2-TZVPD basis set.

Positions of all 16 atoms, in Å:
C 0.380 0.594 0.334
C -1.766 -0.473 -0.425
H -2.619 0.075 0.014
H 1.470 -0.908 1.569
H -1.448 -1.339 1.300
C 1.850 0.808 0.183
H -0.101 1.014 1.212
H 2.253 0.942 -0.817
O -1.553 -1.625 0.380
H -1.025 1.466 -1.084
C -0.570 0.503 -0.800
H 1.359 -1.337 -0.199
H -1.862 -0.765 -1.452
H 2.333 1.397 0.953
C 1.325 -0.551 0.555
H -0.025 0.200 -1.722

**Energy above the lowest of the compared OMol25 structures with the same formula, charge and spin**: 169.8 kJ/mol
**Frontier orbital gap**: 10.7 eV
**E_HOMO**: -0.357 hartree

Calculated atomic charges, method natural (NBO), unit e: -0.243, -0.073, 0.161, 0.211, 0.465, -0.420, 0.203, 0.212, -0.711, 0.211, -0.413, 0.218, 0.186, 0.215, -0.415, 0.194

=====

Record 3
Computed, not measured: a 2-piece molecular cluster, CH5O3 overall at a distorted geometry, with ωB97M-V with the def2-TZVPD basis set.

Positions of all 9 atoms, in Å:
H 0.043 1.045 -0.010
H -0.910 2.673 -0.322
O 0.477 0.107 -0.527
C 0.716 -0.960 0.157
H -1.776 1.237 -0.130
H 0.826 -2.859 -0.056
O -1.032 1.819 0.174
O 0.848 -1.999 -0.537
H 0.809 -1.063 1.251

**Energy above the lowest of the compared OMol25 structures with the same formula, charge and spin**: 202.0 kJ/mol
**Multiplicity**: 2
**Frontier orbital gap (alpha / beta)**: 14.5 / 6.8 eV
**E_HOMO (alpha / beta)**: -0.943 / -0.919 hartree
**Net charge**: +2

Calculated atomic charges, method natural (NBO), unit e: 0.499, 0.598, -0.263, 0.702, 0.578, 0.591, -0.542, -0.451, 0.288

=====

Record 4
Computed, not measured: a 12-piece molecular cluster, C54H138N6O18 overall at a distorted geometry, with ωB97M-V with the def2-TZVPD basis set.

Positions of all 216 atoms, in Å:
O -1.346 3.571 -3.316
H 0.412 2.865 -5.033
C 1.214 -0.009 -1.504
C 2.293 -3.060 3.810
C -6.443 2.214 5.129
C 3.790 -6.925 2.209
C -1.274 -4.806 1.023
H 6.318 6.700 -4.030
H 2.356 1.001 1.337
H 4.789 -6.548 2.550
N 0.175 3.918 0.054
H 2.966 -1.051 3.174
C 2.966 6.391 -1.356
H -4.936 1.985 2.687
H -2.820 2.945 6.677
H 2.884 -2.277 1.928
H 2.721 5.014 0.042
H 1.363 -1.396 2.584
C -1.602 2.227 5.124
C -0.382 3.890 -2.267
H -5.425 -0.013 -5.997
C 0.956 2.162 -5.690
H -1.669 1.636 -5.103
H 4.544 -5.748 -0.098
O 0.543 0.408 -7.273
H 0.766 -9.772 3.106
C -4.905 0.946 2.329
C -5.148 0.833 -5.345
O -0.014 0.553 0.450
H 2.166 -3.382 -2.594
O -3.272 -3.431 0.532
H 0.802 3.135 -0.063
H -3.142 -2.713 6.722
O 2.336 -4.909 -1.152
H -1.677 4.515 -0.871
H -1.076 -0.768 2.495
H 1.604 0.945 -1.420
C -0.602 -1.566 -0.533
C 4.271 2.919 -0.503
H -1.455 -1.536 0.151
N -6.067 1.932 -5.527
C 5.201 -1.497 -3.705
H -6.611 0.176 6.424
H 2.394 -6.278 0.920
H -1.373 5.494 -4.155
H -2.393 -4.849 -1.505
H -7.048 2.802 5.918
H -0.767 -3.832 0.847
C -2.721 -4.806 0.565
H 1.469 6.083 4.245
H -6.442 5.322 -5.237
H 0.381 -8.473 4.191
H -5.872 0.693 1.942
H -0.010 4.885 -2.387
O -2.528 0.907 1.671
H 4.899 3.181 0.357
C -3.005 -5.365 -0.786
C 3.317 1.400 1.016
H -1.269 -4.888 2.145
H -5.126 1.786 -0.493
C -2.838 -2.622 4.651
H -4.739 1.108 -3.304
H 4.257 -1.298 -4.157
O -2.638 1.693 4.456
H -0.113 -0.194 -7.697
H 7.106 -2.765 -2.524
H 1.163 -4.883 -2.758
H 4.350 -3.006 4.411
H 2.813 4.830 4.417
C -0.708 1.234 5.918
C 4.780 -6.579 -3.172
H 4.634 4.422 -2.102
H 3.006 3.806 -1.856
H 1.899 -4.720 2.840
H 3.362 -4.486 5.014
H -2.577 4.152 5.465
C 6.093 7.205 -3.098
H -7.128 1.467 4.672
C 6.841 -0.233 -0.674
H 3.589 -8.230 3.844
C -3.856 -1.327 -2.761
C 6.581 -3.410 -3.224
H 1.856 -0.821 -1.085
C -6.711 4.279 -5.387
H -6.552 1.730 -6.416
H -4.322 -0.559 5.069
H 5.832 -4.735 -1.754
H -3.204 -2.109 -3.014
C -0.109 1.422 -6.469
H -4.741 0.227 3.124
H -4.131 1.182 -5.617
C 3.894 4.123 -1.347
C 3.962 -5.054 0.569
O 5.521 -5.490 -3.730
H 3.765 -3.382 -0.851
H 6.901 7.044 -2.406
C -5.710 0.664 6.687
H 0.203 -2.201 -0.149
H 7.903 -0.412 -0.421
H -2.585 1.068 2.665
H 2.809 -6.649 4.096
H 1.799 -2.613 4.730
H -1.694 0.025 -5.902
C -2.015 4.655 -3.969
H -1.466 2.812 -0.687
H 0.338 1.572 6.012
H 4.581 -4.388 1.135
H 5.225 0.535 -2.803
C -7.883 5.374 -7.143
H -3.307 1.841 -0.512
H -2.799 -6.415 -0.796
C 3.584 -3.762 4.192
H -8.432 5.854 -6.379
N 3.071 -5.855 1.524
C -5.015 0.283 -3.935
H 4.649 7.590 -1.003
C -0.972 3.733 -0.900
C -3.070 -1.888 5.954
H -0.881 0.601 0.810
C -4.558 -0.220 7.013
H -0.901 0.267 -1.489
O 4.845 6.593 -2.723
O 1.382 -4.098 3.388
C 6.360 -4.851 -2.729
H -4.763 -0.769 7.924
H 3.840 1.944 1.808
H -4.886 3.615 -6.154
H 5.477 -7.396 -2.891
H -0.471 3.274 2.073
H -0.996 -2.103 -1.406
O 6.764 -0.526 -2.016
H 4.693 -3.558 -3.738
C 1.185 -8.956 3.715
C 2.987 -7.469 3.378
H -4.222 2.835 0.660
O -7.275 4.190 -6.707
H -1.008 1.085 6.978
H -3.316 -5.415 1.296
H 1.398 4.809 5.546
C 3.152 -4.127 -0.321
H -2.817 5.066 -3.373
H 1.836 4.338 1.781
H 2.563 -3.400 0.297
H 1.864 -9.298 4.471
H 1.528 2.806 -6.301
C -3.890 0.786 1.202
H -0.578 2.073 -7.147
H -7.393 3.912 -4.655
H 7.306 -5.392 -2.647
H -5.929 1.288 7.527
C -0.247 4.135 1.480
H 6.563 0.768 -0.409
H -4.089 -0.172 0.845
N 3.427 5.308 -0.585
O -5.274 1.533 5.667
H 0.472 3.227 -2.508
H -3.731 -3.168 4.326
H -5.023 3.327 -4.434
H -6.198 2.898 4.303
H 4.762 2.170 -1.118
H 4.084 -4.336 3.411
O -4.001 -0.686 -4.028
H -0.635 -5.580 0.562
O -2.612 -1.746 3.530
C 1.585 -4.137 -2.030
O 0.903 4.215 3.629
H 7.184 -3.549 -4.165
H 3.651 8.242 -2.311
H 5.892 -1.405 -4.530
H -0.824 -2.457 2.883
H -4.758 -1.756 -2.404
H 6.219 -0.882 -0.080
H -1.981 -3.219 4.808
C -2.108 3.325 6.045
H 2.156 6.908 -0.862
H -2.175 -1.289 6.240
C 4.072 7.329 -1.896
H -3.619 0.436 7.175
C 1.711 5.047 4.497
C 0.935 4.722 2.344
C -1.251 -1.532 3.270
H -1.063 4.852 1.505
N 5.229 -2.861 -3.314
H -2.375 4.312 -4.973
O 3.086 2.336 -0.060
H 4.137 -6.993 -3.959
H 0.849 5.818 2.343
H -0.947 2.752 4.375
H 1.090 -0.264 -2.505
H 1.497 1.402 -5.025
H -8.598 5.187 -7.937
C -0.140 -0.170 -0.826
H -5.912 -0.092 -3.591
H 5.870 8.217 -3.307
H 4.107 -6.201 -2.365
H -4.025 -5.305 -1.023
H -0.802 0.239 5.477
H 4.719 -0.819 -1.760
H 0.690 -3.661 -1.592
H -7.145 6.136 -7.404
C -5.580 3.319 -5.368
O 1.796 -8.041 2.833
C -1.052 0.771 -5.448
H -2.824 -2.876 1.246
H 2.492 5.972 -2.288
H -0.674 -1.288 4.166
C 2.369 -1.882 2.767
N -4.307 -1.147 5.936
H 3.950 -7.795 1.522
H -3.369 -0.614 -2.050
C -4.181 1.865 0.144
C 5.395 -0.493 -2.550
H 3.962 0.506 0.805
H -3.357 1.662 5.137
H -0.530 0.370 -4.590
H -1.269 3.832 6.597

**Energy above the lowest of the compared OMol25 structures with the same formula, charge and spin**: 385.4 kJ/mol
**Frontier orbital gap**: 8.8 eV
**E_HOMO**: -0.299 hartree

Results of the Mulliken charge analysis, in e, for atoms 1 through 99: 0.319, -0.152, -1.291, 0.528, -1.038, -0.873, -0.283, 0.247, -0.275, 0.446, 0.552, 0.526, -0.565, 0.314, 0.609, -0.074, 0.368, -0.166, 1.823, -0.587, 0.396, -0.602, -0.234, 0.501, -0.588, 0.224, -2.024, -0.598, 0.250, 0.099, -0.548, -0.537, 0.486, -0.589, 0.786, -0.485, 0.174, 1.099, -0.268, -0.188, -0.249, -1.644, 0.488, 0.117, 0.424, 0.279, 0.280, -0.443, 0.870, 0.379, 0.454, 0.279, 0.687, 0.358, 0.677, 0.485, -1.814, -0.622, 0.299, 0.337, -1.011, -0.055, 0.594, 0.332, 0.317, 0.451, 0.420, 0.428, 0.255, -0.893, -0.393, 0.405, -0.008, 0.011, 0.249, 0.355, -0.873, 0.401, -0.512, 0.548, -0.589, -1.033, -0.371, -0.651, 0.261, 0.059, -0.149, 0.278, 0.220, 0.185, 0.058, -0.449, -1.427, -0.414, -0.135, 0.296, -1.121, -1.417, 0.306

=====

Record 5
Computed, not measured: a 6-piece molecular cluster, H12O6 overall, with ωB97M-V with the def2-TZVPD basis set.

Positions of all 18 atoms, in Å:
O 2.526 -1.627 -0.793
O 0.647 -3.348 0.374
H 2.133 1.147 -2.427
H 0.862 0.994 0.715
H 3.275 -1.675 -0.189
H 0.001 1.538 1.842
H -1.553 2.053 -0.332
O 2.707 1.823 -2.806
H 0.056 -3.234 -0.379
O 0.047 0.822 1.199
H 1.765 -1.499 -0.215
H 3.357 1.322 -3.311
H -3.218 0.021 1.396
H -2.762 2.842 0.144
H 0.313 -2.726 1.030
H -4.482 -0.482 2.076
O -1.817 2.730 0.301
O -3.856 -0.702 1.377

**Energy above the lowest of the compared OMol25 structures with the same formula, charge and spin**: 163.3 kJ/mol
**Frontier orbital gap**: 11.3 eV
**E_HOMO**: -0.409 hartree

Calculated atomic charges, method natural (NBO), unit e: -0.944, -0.936, 0.470, 0.471, 0.470, 0.483, 0.477, -0.941, 0.472, -0.954, 0.470, 0.471, 0.472, 0.468, 0.468, 0.468, -0.946, -0.940

=====

Record 6
Computed, not measured: a 3-piece molecular cluster, C2H7N4O2 overall at a distorted geometry, with ωB97M-V with the def2-TZVPD basis set.

Positions of all 15 atoms, in Å:
H 0.097 0.634 -0.485
H -3.731 0.091 0.043
H -0.026 -2.347 1.051
H 0.574 -2.168 -1.221
N -2.247 1.319 0.550
C -0.077 -1.396 0.640
H 1.022 0.035 -1.785
O 3.555 0.492 -0.246
H -4.153 1.633 0.668
H -2.177 2.225 0.883
N 0.289 -0.194 -1.183
N -3.445 0.941 0.417
N 0.358 -1.345 -0.512
C 4.528 0.188 0.294
O 5.431 -0.106 0.886

**Energy above the lowest of the compared OMol25 structures with the same formula, charge and spin**: 558.7 kJ/mol
**Frontier orbital gap (alpha / beta)**: 6.9 / 4.3 eV
**E_HOMO (alpha / beta)**: -0.468 / -0.419 hartree
**Net charge**: +1

Calculated atomic charges, method natural (NBO), unit e: 0.381, 0.423, 0.152, 0.403, -0.129, -0.071, 0.382, -0.557, 0.404, 0.355, -0.644, -0.319, -0.337, 1.026, -0.468